Record 1
{"formula": "C14H23N5O2", "method": "ωB97M-V/def2-TZVPD", "elements": ["O", "N", "N", "O", "C", "C", "C", "C", "C", "N", "N", "N", "C", "C", "C", "C", "C", "C", "C", "C", "C", "H", "H", "H", "H", "H", "H", "H", "H", "H", "H", "H", "H", "H", "H", "H", "H", "H", "H", "H", "H", "H", "H", "H"], "xyz": [[0.69650, 1.99376, -2.60479], [-0.98379, 3.29588, -1.96321], [-1.16983, 0.96941, 1.49264], [-2.85100, 4.54235, -1.36190], [-0.09164, 2.29172, -1.72003], [-1.91016, 3.55012, -1.09545], [-0.13507, 0.16644, 1.29331], [-1.20079, 1.77108, 0.34418], [-0.22812, 1.49504, -0.52788], [-2.08059, 2.78633, 0.10393], [0.51094, 0.51452, 0.08760], [0.63501, -2.16792, 1.52279], [-3.34142, 2.83898, 0.87694], [1.78439, 0.03380, -0.43260], [0.29961, -0.91340, 2.28043], [-3.82801, 6.24318, -2.65763], [-1.61719, -3.19967, 1.45936], [1.99785, -4.25857, 1.41751], [-2.62036, 5.32582, -2.54815], [-0.43982, -2.69389, 0.60303], [1.49245, -3.11755, 2.26203], [-3.12181, 2.77607, 1.93902], [-3.90662, 3.76860, 0.70820], [-3.97269, 1.96734, 0.56985], [2.40943, 0.89137, -0.73535], [1.60318, -0.60814, -1.30553], [2.35685, -0.55630, 0.31375], [1.18411, -0.54152, 2.80744], [-0.52159, -1.11462, 2.97090], [-3.75103, 6.88324, -3.49451], [-3.90045, 6.83252, -1.75152], [-4.71839, 5.63968, -2.73722], [-1.27519, -3.72144, 2.36328], [-2.21329, -3.87478, 0.90184], [-2.23704, -2.35363, 1.75013], [1.15854, -4.90077, 1.06105], [2.67121, -4.93823, 2.01809], [2.51448, -3.90526, 0.53926], [-2.50973, 4.75057, -3.47695], [-1.68784, 5.93042, -2.44628], [-0.82634, -1.89387, -0.00563], [-0.06089, -3.50034, -0.10478], [0.89198, -3.53187, 3.09792], [2.39502, -2.63965, 2.71436]], "forces_ev_per_a": [[0.7, -0.1, 0.1], [-1.2, 1.2, 1.3], [-0.3, 0.3, -1.3], [1.5, -2.0, 0.8], [1.1, -1.6, -1.8], [-0.6, -0.7, 0.5], [0.4, 1.3, -1.3], [-0.8, -0.4, 1.9], [0.4, 0.3, 0.8], [-2.0, 2.7, -1.2], [0.5, -1.5, 1.2], [1.0, 0.9, -0.9], [-0.4, -0.3, -0.5], [0.7, -0.4, 0.0], [0.0, -1.1, -2.1], [0.4, -0.9, 1.2], [0.7, 0.3, 0.2], [-0.4, -1.6, 0.3], [0.4, 1.1, -0.5], [0.7, -0.9, 1.6], [-0.9, 0.2, 0.4], [0.1, -0.2, 0.0], [0.5, -0.4, -0.2], [0.4, 0.7, 0.4], [-0.4, -0.4, 0.0], [0.2, 0.2, 0.2], [-0.7, 0.4, -0.3], [-0.1, -0.4, 0.1], [0.0, 0.5, 0.2], [0.1, 0.7, -1.0], [-0.1, 0.2, 0.1], [-0.4, -0.1, -0.1], [0.0, 0.1, -0.2], [-0.8, -0.7, -0.5], [-0.1, 0.0, 0.2], [0.6, 0.4, 0.3], [-0.6, 0.8, -0.6], [0.3, 0.1, -0.3], [0.0, -0.4, 0.6], [-0.6, -0.6, 0.1], [0.2, 0.5, -0.3], [-0.1, 1.1, 1.1], [0.4, 0.0, 0.1], [-0.9, 0.3, -0.4]], "homo_ev": -8.07, "e_above_lowest_kj_mol": 294.51, "homo_lumo_gap_ev": 8.813, "smiles": "CCOc1nc(=O)c2c(nc(CN(CC)CC)n2C)n1C", "fmax_ha_per_bohr": 0.0689}

Record 2
{"formula": "C4H11N2O", "method": "ωB97M-V/def2-TZVPD", "elements": ["C", "C", "C", "C", "N", "O", "N", "H", "H", "H", "H", "H", "H", "H", "H", "H", "H", "H"], "xyz": [[-2.47641, -0.66457, 0.42777], [-1.17281, -0.31701, -0.21644], [0.10696, -0.58023, 0.62230], [1.41079, -0.02649, 0.02150], [2.50930, -0.64166, 0.46065], [1.39104, 0.92677, -0.75550], [-1.19996, 1.16647, -0.61810], [-2.73870, 0.04547, 1.21422], [-2.50741, -1.67236, 0.83353], [-3.25554, -0.56358, -0.32677], [-0.98525, -0.78770, -1.18359], [-0.13136, -0.18465, 1.61286], [0.19920, -1.65965, 0.66998], [3.30491, -0.67608, -0.16452], [2.44448, -1.44892, 1.03843], [-0.93966, 1.80844, 0.13782], [-1.84348, 1.70500, -1.18252], [-0.19534, 1.23567, -1.04119]], "forces_ev_per_a": [[-0.5, 0.0, -0.1], [0.6, 0.6, -0.8], [-1.0, 0.6, -0.3], [-1.2, 0.1, 0.7], [0.7, 0.0, -1.0], [0.2, -0.4, -0.2], [3.5, 1.1, 0.4], [0.2, -0.1, 0.2], [0.1, 0.0, 0.0], [-0.1, -0.2, 0.0], [-0.5, -0.3, 0.1], [0.6, -0.1, 0.2], [-0.1, -0.2, 0.3], [0.2, 0.6, 0.2], [-0.3, -0.4, 0.4], [-0.8, -0.3, 0.6], [-0.9, -0.9, -0.4], [-0.7, 0.0, -0.2]], "charge": 1, "homo_ev": -14.80, "e_above_lowest_kj_mol": 61.91, "homo_lumo_gap_ev": 11.767, "smiles": "C[C@@H]([NH3+])CC(N)=O", "fmax_ha_per_bohr": 0.0723}